(1)
{
  "formula": "C18H21F4N4OPt",
  "method": "wB97M-V/def2-TZVPD",
  "symbols": ["Pt", "C", "C", "N", "C", "C", "C", "C", "N", "C", "C", "F", "C", "F", "C", "C", "F", "C", "F", "H", "H", "H", "H", "H", "H", "H", "H", "H", "H", "H", "H", "H", "H", "H", "N", "C", "O", "C", "C", "C", "C", "N", "C", "H", "H", "H", "H", "H", "H"],
  "xyz": [[0.5790, -0.1930, -0.2639], [3.2419, 0.9010, -0.7492], [3.3177, -0.6183, -0.8624], [2.1919, -1.3568, -0.1748], [1.9756, -2.6887, -0.8505], [1.1378, -2.6185, -2.1162], [2.4525, -1.4536, 1.2796], [1.2155, -1.9455, 1.9792], [-0.0021, -1.3746, 1.3300], [-1.1904, -1.6767, 1.7399], [-2.4063, -1.1308, 1.0774], [-2.2698, -0.3555, 0.0477], [-3.6557, -1.4312, 1.5228], [-4.6992, -0.9280, 0.9198], [-3.8377, -2.2888, 2.6223], [-2.7486, -2.8542, 3.3000], [-2.9550, -3.6428, 4.3168], [-1.4730, -2.5702, 2.9123], [-0.4866, -3.0758, 3.5822], [3.8496, 1.3385, -1.5405], [3.6009, 1.2766, 0.2076], [2.2364, 1.3242, -0.9119], [4.2426, -0.9925, -0.4200], [3.3090, -0.9280, -1.9058], [1.5322, -3.3712, -0.1270], [2.9698, -3.0731, -1.0878], [0.1011, -2.3286, -1.9230], [1.1014, -3.6147, -2.5570], [1.5670, -1.9528, -2.8664], [2.7290, -0.4583, 1.6299], [3.2974, -2.1182, 1.4834], [1.2501, -1.6451, 3.0295], [1.1373, -3.0329, 1.9795], [-4.8490, -2.5178, 2.9574], [-1.6230, 5.9998, -0.3252], [-0.6609, 5.0655, -0.4185], [0.4854, 5.1912, -0.0504], [-1.0369, 3.7348, -1.0388], [-1.8124, 3.5571, -2.1763], [-1.9136, 2.2899, -2.7499], [-1.2482, 1.2400, -2.1710], [-0.4825, 1.4054, -1.0558], [-0.3925, 2.6373, -0.5077], [-1.3805, 6.9035, 0.0541], [-2.5815, 5.8337, -0.5771], [-2.3187, 4.3998, -2.6323], [-2.4888, 2.1272, -3.6507], [-1.2739, 0.2484, -2.6042], [0.2658, 2.7625, 0.3429]],
  "lowdin_charge": [1.25, -0.04, -0.17, -0.33, -0.18, -0.06, -0.14, -0.12, 0.05, -0.04, -0.09, 0.16, -0.17, 0.21, 0.29, -0.17, 0.22, -0.06, 0.22, 0.12, 0.10, 0.04, 0.15, 0.13, 0.12, 0.15, 0.06, 0.11, 0.09, 0.14, 0.17, 0.16, 0.15, 0.19, 0.21, -0.50, 0.10, -0.08, 0.07, 0.01, -0.11, -0.17, -0.05, 0.14, 0.12, 0.15, 0.14, 0.12, 0.13],
  "molar_mass_da": 580.46,
  "charge": 3,
  "multiplicity": 1,
  "gap_ev": [3.534, 3.535],
  "e_above_lowest_ev": 0.920,
  "homo_energy_ev": [-17.45, -17.45],
  "lumo_ha": [-0.5114, -0.5113]
}

=====

(2)
{
  "formula": "C30H39AuN12OSi",
  "method": "wB97M-V/def2-TZVPD",
  "symbols": ["Au", "C", "N", "C", "N", "C", "N", "C", "C", "C", "C", "C", "C", "C", "N", "N", "C", "O", "C", "C", "C", "C", "C", "C", "N", "C", "N", "C", "N", "C", "H", "H", "H", "H", "H", "H", "H", "H", "H", "H", "H", "H", "H", "H", "H", "H", "C", "N", "C", "N", "C", "N", "C", "N", "C", "C", "H", "H", "H", "H", "H", "H", "H", "H", "H", "H", "H", "H", "C", "Si", "C", "C", "C", "H", "H", "H", "H", "H", "H", "H", "H", "H", "H", "H"],
  "xyz": [[-0.6579, -1.2021, -1.8779], [4.8066, -2.4646, -1.8552], [3.5126, -1.7451, -1.9540], [2.2815, -2.2282, -2.0551], [1.4147, -1.2272, -1.9078], [2.2127, -0.1382, -1.7083], [3.4852, -0.4142, -1.7339], [5.0181, -2.8864, -0.4196], [4.8197, -4.1994, -0.0140], [4.8226, -4.5187, 1.3388], [4.9476, -3.5163, 2.2890], [5.1460, -2.2003, 1.8814], [5.2273, -1.8945, 0.5307], [5.0168, -1.0683, 2.8134], [5.7477, -0.0283, 3.0007], [4.9941, 0.8443, 3.7865], [3.8654, 0.2638, 4.0006], [3.8130, -0.9628, 3.4308], [2.6222, 0.8049, 4.5518], [2.5570, 2.0973, 5.0677], [1.3225, 2.6358, 5.3925], [0.1538, 1.9123, 5.1735], [0.2220, 0.6170, 4.6814], [-1.0182, -0.1936, 4.3721], [-0.9476, -0.7393, 3.0084], [-1.2360, -0.1659, 1.8388], [-0.8988, -0.9711, 0.8368], [-0.3959, -2.0568, 1.4922], [-0.4115, -1.9568, 2.7998], [1.4617, 0.0579, 4.4037], [5.5544, -1.7488, -2.1821], [4.7898, -3.3116, -2.5364], [2.0391, -3.2669, -2.2185], [1.8422, 0.8605, -1.5405], [4.6595, -4.9787, -0.7525], [4.6866, -5.5455, 1.6518], [4.8881, -3.7505, 3.3444], [5.3789, -0.8640, 0.2284], [3.4693, 2.6646, 5.2010], [1.2639, 3.6385, 5.7962], [-0.8091, 2.3607, 5.3970], [-1.9218, 0.4030, 4.4712], [-1.0966, -1.0566, 5.0274], [-1.6590, 0.8251, 1.7565], [-0.0298, -2.9393, 0.9877], [1.5250, -0.9539, 4.0250], [-3.2269, -1.2988, -3.5439], [-4.6581, -1.1590, -3.6229], [-5.3027, -2.1613, -2.7613], [-4.8882, -1.9911, -1.3596], [-3.4588, -2.1415, -1.2676], [-2.7424, -1.1124, -2.1233], [-3.2121, 0.2369, -1.6584], [-4.6340, 0.3855, -1.7546], [-5.0409, 0.1744, -3.1581], [-5.2700, -0.6505, -0.9152], [-2.7411, -0.5501, -4.1714], [-2.9219, -2.2898, -3.8752], [-5.0326, -3.1609, -3.1009], [-6.3830, -2.0471, -2.8295], [-3.1657, -3.1279, -1.6255], [-3.1235, -2.0170, -0.2383], [-2.7221, 0.9989, -2.2941], [-2.8895, 0.3588, -0.6213], [-4.5559, 0.9245, -3.7864], [-6.1194, 0.2941, -3.2383], [-6.3510, -0.5427, -0.9788], [-4.9642, -0.5113, 0.1227], [-1.8420, 4.4357, -0.4831], [-0.9081, 4.1153, -2.0500], [0.7269, 5.0195, -2.1219], [-1.9517, 4.4867, -3.5545], [-0.5906, 2.2559, -2.1081], [-2.0214, 5.5089, -0.3811], [-1.2859, 4.1012, 0.3992], [-2.8103, 3.9267, -0.5016], [0.4530, 6.0772, -2.1480], [1.2954, 4.7758, -3.0205], [1.3474, 4.8279, -1.2468], [-2.0116, 5.5743, -3.6454], [-2.9592, 4.0834, -3.4388], [-1.5144, 4.0858, -4.4733], [-0.6725, 1.6133, -1.2217], [-0.3364, 1.7089, -3.0238]],
  "lowdin_charge": [0.85, -0.04, -0.08, -0.10, -0.11, -0.20, 0.15, -0.21, -0.03, -0.04, 0.00, -0.13, 0.03, -0.30, 0.14, 0.13, -0.29, 0.13, -0.13, 0.00, -0.05, -0.03, -0.20, -0.05, -0.12, -0.15, 0.01, -0.22, 0.13, 0.03, 0.14, 0.13, 0.15, 0.10, 0.12, 0.12, 0.13, 0.13, 0.12, 0.11, 0.12, 0.13, 0.14, 0.13, 0.11, 0.11, -0.17, -0.08, -0.13, -0.08, -0.17, -0.24, -0.22, -0.07, -0.14, -0.13, 0.12, 0.13, 0.14, 0.14, 0.13, 0.11, 0.10, 0.10, 0.13, 0.14, 0.14, 0.13, -0.17, 0.47, -0.12, -0.14, 0.23, 0.06, 0.05, 0.04, 0.07, 0.05, 0.05, 0.06, 0.04, 0.05, 0.03, 0.06],
  "molar_mass_da": 808.78,
  "charge": 2,
  "multiplicity": 1,
  "gap_ev": 2.970,
  "e_above_lowest_ev": 1.645,
  "homo_energy_ev": -12.87,
  "lumo_ha": -0.3638
}

=====

(3)
{
  "formula": "C39H46N4P",
  "method": "wB97M-V/def2-TZVPD",
  "symbols": ["C", "C", "C", "C", "C", "C", "N", "P", "H", "N", "C", "C", "C", "C", "C", "C", "C", "C", "C", "C", "C", "C", "C", "C", "H", "H", "H", "H", "H", "H", "H", "H", "H", "H", "H", "H", "H", "H", "H", "H", "H", "H", "H", "H", "H", "H", "H", "H", "C", "N", "C", "C", "C", "C", "C", "C", "C", "C", "C", "C", "C", "C", "N", "C", "C", "C", "C", "C", "C", "H", "H", "H", "H", "H", "H", "H", "H", "H", "H", "H", "H", "H", "H", "H", "H", "H", "H", "H", "H", "H"],
  "xyz": [[-7.4641, 3.7030, 0.4854], [-6.0349, 3.3621, 0.1759], [-5.0419, 4.3395, 0.2863], [-3.6975, 4.0451, 0.0449], [-2.6999, 5.1601, 0.1304], [-3.3383, 2.7247, -0.3100], [-1.9643, 2.3908, -0.6165], [-0.7297, 2.0039, 0.5657], [-0.6132, 0.5365, 0.3099], [0.4588, 2.4201, -0.6260], [1.8324, 2.7246, -0.3124], [2.8066, 1.7219, -0.4486], [2.3986, 0.3438, -0.8830], [4.1444, 2.0579, -0.2132], [4.5162, 3.3460, 0.1857], [5.9565, 3.6544, 0.4652], [3.5296, 4.3301, 0.3105], [2.1862, 4.0335, 0.0747], [1.1500, 5.1113, 0.1786], [-0.0797, 2.4951, -1.9015], [-1.4328, 2.4835, -1.8946], [-4.3302, 1.7416, -0.4705], [-3.9369, 0.3692, -0.9276], [-5.6662, 2.0765, -0.2335], [-8.1063, 2.8257, 0.3565], [-7.5688, 4.0595, 1.5189], [-7.8293, 4.5054, -0.1691], [-5.3363, 5.3588, 0.5509], [-1.7423, 4.9126, -0.3370], [-3.1127, 6.0430, -0.3787], [-2.5212, 5.4653, 1.1723], [3.2901, -0.2915, -0.9267], [1.6918, -0.1299, -0.1864], [1.9472, 0.3504, -1.8875], [4.9161, 1.2977, -0.3479], [6.0646, 4.7022, 0.7601], [6.3474, 3.0212, 1.2724], [6.5772, 3.4676, -0.4206], [3.8224, 5.3477, 0.5843], [1.6569, 6.0614, 0.3879], [0.6005, 5.2344, -0.7657], [0.4331, 4.9400, 0.9952], [0.5860, 2.5716, -2.7596], [-2.1046, 2.5511, -2.7487], [-4.8316, -0.2611, -0.9634], [-3.5054, 0.3880, -1.9402], [-3.2138, -0.1089, -0.2498], [-6.4402, 1.3194, -0.3761], [-0.2857, -5.3371, -5.4558], [-0.9886, -4.5030, -4.5094], [-2.2982, -3.9510, -4.8390], [-2.6912, -3.1432, -3.5845], [-1.5335, -3.2928, -2.6611], [-0.5534, -4.1052, -3.2839], [0.6771, -4.3436, -2.6409], [0.9261, -3.6923, -1.4424], [-0.0816, -2.9486, -0.7382], [0.0790, -2.3500, 0.5446], [0.9839, -2.7132, 1.5817], [0.8379, -2.0451, 2.8424], [1.7500, -2.2608, 3.8474], [2.8719, -3.1089, 3.6642], [3.6537, -3.0945, 4.7769], [4.9113, -3.7783, 4.9716], [3.1045, -2.2467, 5.8291], [1.8010, -1.6884, 5.2188], [3.0029, -3.8451, 2.4711], [2.0258, -3.7021, 1.4999], [-1.3297, -2.7484, -1.4135], [0.6432, -5.6947, -5.0028], [-0.8974, -6.2044, -5.7499], [-0.0438, -4.7869, -6.3792], [-2.2463, -3.3075, -5.7310], [-3.0320, -4.7416, -5.0543], [-2.8760, -2.0919, -3.8448], [-3.6142, -3.5376, -3.1417], [1.4191, -4.9778, -3.1225], [1.9312, -3.7519, -1.0314], [-0.6758, -1.6111, 0.8260], [-0.0085, -1.3809, 3.0246], [5.1682, -4.3372, 4.0671], [5.7206, -3.0641, 5.1922], [4.8631, -4.4763, 5.8222], [2.9045, -2.8232, 6.7448], [3.7983, -1.4364, 6.0986], [1.8180, -0.5923, 5.2015], [0.9324, -1.9967, 5.8151], [3.8537, -4.5136, 2.3438], [2.0430, -4.3943, 0.6634], [-2.1353, -2.1881, -0.9374]],
  "lowdin_charge": [-0.05, -0.27, -0.01, -0.20, -0.04, -0.20, -0.28, 1.01, -0.08, -0.29, -0.21, -0.20, -0.04, -0.01, -0.27, -0.06, 0.00, -0.20, -0.05, -0.15, -0.16, -0.21, -0.05, -0.01, 0.08, 0.09, 0.09, 0.13, 0.05, 0.09, 0.09, 0.08, 0.05, 0.09, 0.12, 0.08, 0.08, 0.09, 0.12, 0.08, 0.08, 0.07, 0.12, 0.12, 0.08, 0.08, 0.06, 0.12, -0.02, -0.11, -0.12, -0.09, -0.15, -0.15, 0.02, 0.00, -0.19, 0.05, -0.19, 0.05, -0.15, -0.15, -0.11, -0.02, -0.11, -0.09, 0.02, 0.01, 0.05, 0.08, 0.10, 0.10, 0.13, 0.13, 0.13, 0.13, 0.11, 0.10, 0.09, 0.13, 0.08, 0.10, 0.10, 0.13, 0.13, 0.13, 0.13, 0.11, 0.10, 0.12],
  "molar_mass_da": 601.80,
  "charge": 1,
  "multiplicity": 1,
  "gap_ev": 4.618,
  "e_above_lowest_ev": 0.000,
  "homo_energy_ev": -8.75,
  "lumo_ha": -0.1519
}

=====

Asked for total energy across the records above, the calculation gives -41099.5743, -63224.5110, -56433.1850 eV in order.